This record from the OMol25 dataset describes a 5-piece molecular cluster, C18H32ClFN5O12 overall at a distorted geometry. The level of theory is the ωB97M-V functional and the def2-TZVPD basis.

Atoms and positions in Å:
C -0.317 -1.376 0.937
C -0.295 -1.452 -0.371
C -0.358 -1.489 -2.005
C -1.914 -1.502 -2.544
C -3.006 -1.660 -1.377
C -3.385 -0.246 -0.640
F -4.265 -2.058 -2.061
C 0.219 -0.053 -2.487
O 0.176 0.961 -1.670
O 0.720 0.167 -3.772
N 0.282 -2.677 -2.609
Cl -0.407 -4.173 -2.105
C 1.759 -2.674 -2.637
C 2.488 -3.061 -1.225
C 3.215 -1.815 -0.508
C 4.319 -1.058 -1.406
C 3.696 0.392 -1.857
O 4.511 1.473 -1.290
C 3.887 2.751 -1.497
C 2.432 3.165 -0.928
O 4.563 3.622 -2.150
H -0.184 -1.289 2.091
H -2.144 -0.485 -3.068
H -2.069 -2.296 -3.382
H -2.800 -2.509 -0.627
H -4.518 -0.009 -0.758
H -3.027 -0.203 0.448
H -2.849 0.603 -1.236
H 2.070 -3.539 -3.359
H 2.261 -1.737 -3.065
H 1.784 -3.539 -0.456
H 3.316 -3.853 -1.443
H 3.787 -2.256 0.410
H 2.406 -1.126 -0.056
H 5.307 -0.841 -0.840
H 4.572 -1.638 -2.367
H 3.578 0.467 -3.009
H 2.640 0.512 -1.417
H 1.714 3.283 -1.827
H 2.023 2.284 -0.286
H 2.439 4.126 -0.302
C -0.974 -1.041 6.204
N -0.881 -1.048 4.721
O -1.442 -1.963 4.128
O -0.247 -0.135 4.202
H -1.560 -1.901 6.523
H 0.040 -1.098 6.596
H -1.462 -0.111 6.498
C -6.901 2.966 -1.892
N -6.701 1.968 -0.809
O -7.663 1.281 -0.493
O -5.586 1.910 -0.313
H -7.932 2.907 -2.238
H -6.689 3.950 -1.476
H -6.209 2.719 -2.698
C 3.304 -3.616 6.222
N 2.183 -2.703 6.566
O 2.401 -1.501 6.513
O 1.121 -3.225 6.879
H 4.178 -3.018 5.966
H 3.503 -4.236 7.095
H 2.987 -4.219 5.371
C -0.630 5.374 -2.745
N -0.541 5.785 -1.319
O -1.333 5.277 -0.538
O 0.322 6.605 -1.033
H -1.434 4.648 -2.851
H -0.838 6.269 -3.332
H 0.327 4.933 -3.020

Computed properties:
- Lowest unoccupied orbital energy: 1.139 eV
- E_tot: -2441.18935 Ha
- Total charge: -1
- HOMO: -4.95 eV
- Gap between HOMO and LUMO: 6.1 eV